[1]
The following is a DFT calculation (wB97M-V/def2-TZVPD) of a 11-piece molecular cluster, C26H43N9O6 overall.

HOMO level   -0.4007 hartree
Kohn-Sham gap   10.65 eV
Total charge   0
SMILES   CCOC(=O)OC.CCOC(=O)OC.CC#N.CC#N.CC#N.CC#N.CC#N.CC#N.CC#N.CC#N.CC#N

Geometry as XYZ:
```
84
Properties=species:S:1:pos:R:3:lowdin_charge:R:1
C 0.662 0.405 -2.750 -0.067
C 1.164 0.587 -4.129 -0.168
O 2.615 0.824 -3.909 0.024
C 3.308 0.594 -5.003 -0.650
O 2.901 0.265 -6.096 0.122
O 4.509 1.028 -4.686 -0.016
C 5.434 1.029 -5.839 0.004
H 0.954 1.272 -2.140 0.056
H 1.132 -0.467 -2.288 0.084
H -0.419 0.274 -2.684 0.063
H 0.732 1.405 -4.689 0.128
H 1.117 -0.319 -4.731 0.123
H 5.674 0.001 -6.089 0.093
H 6.313 1.537 -5.428 0.095
H 5.039 1.552 -6.718 0.100
C -2.955 -2.820 -2.546 -0.066
C -2.287 -4.087 -2.028 -0.163
O -0.844 -3.838 -2.141 0.036
C -0.226 -3.567 -1.018 -0.629
O -0.701 -3.415 0.089 0.094
O 1.037 -3.478 -1.401 0.015
C 1.897 -3.254 -0.258 -0.022
H -2.614 -2.004 -1.912 0.051
H -4.041 -2.943 -2.556 0.088
H -2.567 -2.704 -3.560 0.085
H -2.549 -4.971 -2.627 0.132
H -2.425 -4.233 -0.952 0.105
H 2.865 -3.126 -0.754 0.104
H 1.928 -4.116 0.406 0.101
H 1.647 -2.349 0.268 0.071
C 0.641 -3.081 3.156 -0.075
C 0.441 -2.596 4.522 -0.271
N 0.451 -2.181 5.589 0.139
H 1.716 -3.196 2.995 0.084
H 0.249 -2.391 2.406 0.047
H 0.165 -4.037 2.981 0.081
C -3.552 -2.420 1.470 -0.100
C -3.694 -3.482 2.392 -0.305
N -3.861 -4.310 3.154 0.140
H -4.505 -2.046 1.130 0.081
H -2.938 -2.672 0.592 0.047
H -3.088 -1.539 1.953 0.052
C 4.177 3.157 -2.132 -0.068
C 3.166 2.897 -1.151 -0.235
N 2.377 2.625 -0.316 0.156
H 4.936 3.841 -1.741 0.096
H 3.770 3.578 -3.049 0.090
H 4.671 2.251 -2.457 0.072
C -3.794 0.759 -3.355 -0.038
C -3.243 0.642 -2.014 -0.297
N -2.883 0.592 -0.956 0.180
H -4.272 -0.182 -3.607 0.080
H -2.963 0.941 -4.046 0.088
H -4.471 1.609 -3.364 0.091
C -4.028 2.324 2.400 -0.059
C -4.110 1.030 3.045 -0.283
N -4.172 -0.022 3.522 0.160
H -3.725 3.085 3.112 0.085
H -5.029 2.556 1.991 0.096
H -3.309 2.240 1.580 0.059
C -1.000 3.878 -1.057 -0.080
C -0.974 5.300 -0.738 -0.281
N -0.847 6.408 -0.469 0.131
H -0.106 3.431 -0.626 0.039
H -0.992 3.729 -2.136 0.078
H -1.888 3.405 -0.638 0.058
C -0.115 0.442 0.969 -0.070
C 0.689 0.471 2.171 -0.275
N 1.253 0.515 3.166 0.186
H -1.170 0.451 1.241 0.055
H 0.094 -0.469 0.412 0.061
H 0.150 1.308 0.351 0.043
C 3.610 -0.315 5.737 -0.084
C 4.220 0.992 5.384 -0.280
N 4.739 1.969 5.060 0.111
H 2.541 -0.296 5.549 0.029
H 3.802 -0.563 6.772 0.072
H 4.039 -1.093 5.099 0.076
C -1.324 1.512 5.214 -0.092
C -0.621 2.732 5.642 -0.277
N -0.003 3.647 5.966 0.123
H -2.399 1.528 5.457 0.071
H -0.918 0.620 5.705 0.072
H -1.202 1.344 4.135 0.044
```

---

[2]
The following is a DFT calculation (wB97M-V/def2-TZVPD) of C23H41LaN2P3S as an isolated structure.

HOMO level   -0.5449 hartree
Kohn-Sham gap   4.25 eV
Total charge   +3
ΔE to the lowest compared entry with this formula, charge and spin   0.0 kJ/mol

Geometry as XYZ:
```
71
Properties=species:S:1:pos:R:3:lowdin_charge:R:1
La -0.237 -0.413 0.928 1.628
P 2.148 1.099 1.926 0.693
P -2.268 2.000 1.118 0.699
P 0.639 1.080 -1.401 0.655
H -1.000 -2.988 0.043 0.084
C -0.043 -2.753 -0.495 -0.145
C 1.202 -2.698 0.111 -0.103
H 1.382 -2.941 1.168 0.072
C 2.754 0.749 3.632 -0.246
C 2.050 2.928 2.010 -0.243
C 3.705 0.891 0.987 -0.256
C -3.754 1.413 0.209 -0.270
C -3.040 2.576 2.699 -0.258
C -1.949 3.618 0.308 -0.259
C 1.861 0.064 -2.330 -0.280
C 1.332 2.762 -1.639 -0.241
C -0.851 1.197 -2.441 -0.290
H -0.187 -2.643 -1.591 0.038
H 2.119 -2.461 -0.440 0.087
H 2.751 -0.330 3.826 0.047
H 2.111 1.216 4.388 0.045
H 3.781 1.118 3.760 0.075
H 1.263 3.237 2.707 0.049
H 1.816 3.358 1.029 0.024
H 3.007 3.341 2.357 0.080
H 3.962 -0.173 0.918 0.056
H 4.511 1.415 1.518 0.073
H 3.630 1.288 -0.032 0.026
H -4.581 2.138 0.246 0.077
H -4.089 0.475 0.677 0.051
H -3.498 1.218 -0.843 0.035
H -3.943 3.178 2.540 0.075
H -2.311 3.168 3.266 0.054
H -3.317 1.693 3.287 0.049
H -2.796 4.308 0.448 0.078
H -1.770 3.499 -0.770 0.029
H -1.058 4.064 0.778 0.046
H 1.933 0.428 -3.367 0.072
H 1.560 -0.997 -2.340 -0.017
H 2.845 0.139 -1.840 0.046
H 1.412 2.951 -2.728 0.083
H 2.332 2.824 -1.170 0.044
H 0.649 3.499 -1.176 0.042
H -0.590 1.543 -3.448 0.080
H -1.607 1.864 -2.011 0.019
H -1.316 0.207 -2.500 -0.025
C -0.607 -2.838 -5.350 -0.626
C -1.677 -2.822 -6.273 -0.100
C -1.947 -3.939 -7.080 -0.055
C -1.092 -5.059 -7.039 -0.050
C 0.104 -4.988 -6.300 -0.064
C 0.368 -3.858 -5.514 -0.113
S -0.366 -1.583 -4.163 0.809
H -1.542 -1.457 -3.407 -0.087
H -2.275 -1.914 -6.354 0.107
H -2.812 -3.952 -7.757 0.121
H -1.322 -5.960 -7.615 0.119
H 0.832 -5.811 -6.346 0.120
H 1.327 -3.738 -5.011 0.098
N 0.133 -0.041 8.730 0.250
C 0.030 -0.212 7.575 -0.113
C -0.076 -0.416 6.151 -0.168
C 0.216 -1.662 5.576 0.050
C 0.130 -1.799 4.198 -0.087
N -0.282 -0.777 3.394 -0.176
C -0.525 0.435 3.961 -0.196
C -0.458 0.637 5.334 0.021
H 0.443 -2.503 6.231 0.151
H 0.361 -2.747 3.703 0.126
H -0.807 1.244 3.275 0.034
H -0.704 1.610 5.758 0.150
```

---

[3]
The following is a DFT calculation (wB97M-V/def2-TZVPD) of a 2-piece molecular cluster, C2H4IN overall.

HOMO level (spin up / spin down)   -0.2867 / -0.2769 hartree
Kohn-Sham gap (spin up / spin down)   8.35 / 7.55 eV
Total charge   0
ΔE to the lowest compared entry with this formula, charge and spin   460.9 kJ/mol

Geometry as XYZ:
```
8
Properties=species:S:1:pos:R:3:nbo_charge:R:1
C 1.297 -0.175 -0.319 0.209
C -1.355 -0.655 0.139 -0.682
N 1.294 1.057 -0.181 -0.611
I -1.581 1.444 0.194 0.151
H 1.680 -1.093 -0.224 0.186
H -1.575 -1.258 1.116 0.205
H -1.722 -1.057 -0.722 0.156
H 1.961 1.737 -0.004 0.387
```